[1]
Here is a molecular structure, C18H26GaN6O2S2Te from the Open Molecules 2025 dataset. Energies are from wB97M-V/def2-TZVPD.

Geometry as XYZ:
```
56
Properties=species:S:1:pos:R:3:nbo_charge:R:1
Ga 0.680 -0.521 -1.956 1.102
N -2.760 -0.927 1.688 -0.870
C -3.430 0.235 2.302 -0.051
C -4.069 1.147 1.252 -0.420
C -3.093 1.961 0.402 -0.053
N -2.351 1.094 -0.524 -0.883
C -2.092 2.700 1.293 -0.430
C -1.404 1.782 2.299 -0.037
N -0.509 0.827 1.559 -0.789
C -2.410 1.008 3.141 -0.426
H -3.312 -1.295 0.921 0.374
H -2.674 -1.677 2.367 0.370
H -1.111 0.249 0.945 0.505
H -4.228 -0.092 2.976 0.196
H -4.716 1.852 1.781 0.229
H -4.728 0.560 0.604 0.217
H -3.676 2.715 -0.137 0.198
H -1.800 1.641 -1.183 0.405
H -2.990 0.569 -1.114 0.377
H -2.611 3.475 1.861 0.237
H -1.348 3.208 0.673 0.230
H -0.752 2.370 2.946 0.224
H -0.013 0.203 2.193 0.424
H 0.182 1.349 0.983 0.446
H -2.938 1.735 3.762 0.238
H -1.896 0.327 3.825 0.215
N 0.808 -2.099 1.067 -0.811
C -0.128 -2.607 0.206 0.445
C -0.882 -3.730 0.576 -0.289
C -1.888 -4.168 -0.244 -0.100
C -2.158 -3.487 -1.436 -0.289
C -1.369 -2.420 -1.756 0.076
N -0.349 -1.989 -0.968 -0.650
H 1.213 -2.766 1.705 0.408
H 1.468 -1.430 0.701 0.420
H -0.660 -4.228 1.510 0.233
H -2.472 -5.035 0.036 0.238
H -2.946 -3.798 -2.104 0.247
H -1.512 -1.860 -2.675 0.255
Te -0.290 0.884 -3.619 -0.615
O 3.847 -2.004 -0.304 -0.880
S 3.256 -1.116 -1.250 2.286
O 2.399 -1.741 -2.280 -0.954
N 2.191 -0.033 -0.609 -1.052
C 2.685 1.254 -0.641 0.104
S 1.871 2.542 -0.059 -0.022
C 3.979 1.311 -1.366 -0.135
C 4.751 2.431 -1.627 -0.136
C 5.917 2.269 -2.362 -0.169
C 6.315 1.016 -2.821 -0.165
C 5.557 -0.117 -2.554 -0.186
C 4.395 0.070 -1.837 -0.257
H 4.435 3.402 -1.270 0.249
H 6.527 3.134 -2.586 0.237
H 7.227 0.921 -3.394 0.238
H 5.861 -1.096 -2.897 0.247
```

Results
* electronic energy: -113460.4892 eV
* energy relative to the best compared isomer or geometry (same formula, charge and spin): 0.090 eV
* net charge: +1
* HOMO: -0.3577 hartree
* orbital gap: 6.20 eV

[2]
Here is C18H26N2O3S in the gas phase from the Open Molecules 2025 dataset. Energies are from wB97M-V/def2-TZVPD.

Geometry as XYZ:
```
50
Properties=species:S:1:pos:R:3:nbo_charge:R:1
C -6.894 -1.150 -0.296 -0.570
C -5.801 0.002 0.067 -0.441
C -4.518 -0.376 -0.497 0.651
O -4.296 -1.459 -1.346 -0.666
N -3.678 0.482 -0.045 -0.408
C -3.942 1.675 0.911 -0.168
C -2.498 2.241 0.840 -0.407
C -1.699 1.717 -0.014 -0.118
C -0.315 2.009 -0.146 -0.170
C 0.418 0.882 -1.034 -0.332
S 2.108 1.161 -1.176 2.446
O 2.444 2.478 -1.129 -0.951
O 2.357 0.637 -2.411 -0.985
N 2.712 0.264 -0.003 -0.775
C 3.306 0.872 1.216 -0.269
C 4.952 1.007 0.789 -0.382
C 5.503 -0.564 0.514 -0.413
C 4.821 -0.871 -0.700 -0.391
C 3.280 -1.027 -0.493 -0.036
C 2.908 -2.184 0.587 -0.392
C 1.342 -2.490 0.661 -0.588
C -0.354 -0.093 -1.712 -0.210
C -1.670 -0.301 -1.484 -0.172
C -2.378 0.431 -0.333 0.201
H -6.846 -1.161 -1.469 0.213
H -7.907 -0.865 -0.078 0.196
H -6.747 -2.069 -0.011 0.201
H -5.824 -0.199 1.228 0.215
H -6.163 0.755 -0.186 0.176
H -4.583 2.206 0.390 0.200
H -4.296 1.303 1.828 0.217
H -2.166 2.509 2.029 0.224
H -2.578 3.445 0.493 0.218
H 0.407 2.733 0.200 0.247
H 2.892 1.968 0.897 0.265
H 3.139 0.107 1.984 0.227
H 5.195 1.524 1.907 0.200
H 4.907 1.597 -0.033 0.190
H 5.291 -0.885 1.497 0.224
H 6.635 -0.342 0.451 0.224
H 5.114 -2.063 -0.745 0.189
H 4.977 -0.461 -1.488 0.196
H 2.767 -1.404 -1.526 0.266
H 3.296 -1.974 1.812 0.181
H 3.290 -3.125 0.248 0.207
H 0.900 -2.725 -0.266 0.213
H 1.149 -2.912 1.464 0.191
H 0.947 -1.407 0.803 0.197
H 0.130 -0.702 -2.366 0.225
H -2.034 -1.198 -1.829 0.243
```

Results
* SMILES string: CCC(=O)N1CCc2cc(S(=O)(=O)N3CCCC[C@H]3CC)ccc21
* electronic energy: -39030.7959 eV
* energy relative to the best compared isomer or geometry (same formula, charge and spin): 16.180 eV
* HOMO: -0.2924 hartree
* orbital gap: 7.82 eV

[3]
Here is C18H26N2O7 in the gas phase from the Open Molecules 2025 dataset. Energies are from wB97M-V/def2-TZVPD.

Geometry as XYZ:
```
53
Properties=species:S:1:pos:R:3:nbo_charge:R:1
C -4.886 0.474 2.198 -0.634
C -4.012 -0.426 3.060 -0.073
O -2.664 0.040 3.093 -0.521
C -1.889 -0.303 2.048 0.792
O -2.266 -1.042 1.164 -0.625
C -0.544 0.272 2.078 -0.209
C 0.005 1.008 3.069 0.291
C -0.673 1.406 4.337 -0.647
N 1.316 1.412 2.950 -0.570
C 2.193 0.884 2.032 0.282
C 3.637 1.147 2.290 -0.651
C 1.714 0.143 1.004 -0.174
C 2.597 -0.513 0.040 0.782
O 3.808 -0.446 0.041 -0.627
O 1.901 -1.227 -0.864 -0.523
C 2.631 -1.858 -1.913 -0.081
C 2.103 -3.268 -2.123 -0.623
C 0.226 0.058 0.796 -0.364
C -0.251 1.088 -0.229 0.822
O -1.242 1.762 -0.109 -0.605
O 0.559 1.122 -1.285 -0.512
C 0.191 1.929 -2.396 -0.174
C 0.374 1.153 -3.703 0.653
O 1.073 1.606 -4.590 -0.625
N -0.275 -0.022 -3.812 -0.427
C -1.135 -0.603 -2.808 -0.413
C -0.041 -0.840 -4.981 -0.418
H -5.910 0.111 2.208 0.214
H -4.516 0.472 1.176 0.228
H -4.864 1.494 2.576 0.208
H -4.341 -0.420 4.101 0.185
H -4.025 -1.450 2.670 0.201
H -1.034 0.528 4.866 0.249
H -1.539 2.025 4.116 0.248
H 0.004 1.959 4.986 0.202
H 1.708 1.953 3.707 0.404
H 3.770 1.849 3.110 0.199
H 4.113 1.537 1.393 0.259
H 4.151 0.216 2.527 0.252
H 3.693 -1.869 -1.647 0.214
H 2.500 -1.251 -2.816 0.183
H 2.629 -3.734 -2.951 0.216
H 2.255 -3.865 -1.227 0.214
H 1.039 -3.246 -2.346 0.205
H -0.046 -0.917 0.375 0.283
H 0.856 2.797 -2.437 0.220
H -0.843 2.275 -2.277 0.225
H -0.562 -1.188 -2.084 0.205
H -1.848 -1.262 -3.303 0.208
H -1.699 0.157 -2.272 0.217
H 0.665 -0.320 -5.625 0.249
H -0.974 -1.000 -5.525 0.195
H 0.373 -1.808 -4.689 0.190
```

Results
* SMILES string: CCOC(=O)C1=C(C)NC(C)=C(C(=O)OCC)C1C(=O)OCC(=O)N(C)C
* electronic energy: -36401.8335 eV
* energy relative to the best compared isomer or geometry (same formula, charge and spin): 0.593 eV
* HOMO: -0.3055 hartree
* orbital gap: 8.87 eV

[4]
Here is C18H26N4O in the gas phase from the Open Molecules 2025 dataset. Energies are from wB97M-V/def2-TZVPD.

Geometry as XYZ:
```
49
Properties=species:S:1:pos:R:3:nbo_charge:R:1
C 4.044 2.729 -2.421 -0.614
C 2.977 1.633 -2.848 -0.402
C 1.609 2.216 -2.619 -0.195
N 0.656 1.021 -2.553 -0.501
C -0.146 0.588 -3.710 -0.201
C 0.429 -0.753 -4.186 -0.405
C 0.151 -1.958 -3.270 -0.613
C 0.071 0.739 -1.273 0.350
N 0.883 0.082 -0.444 -0.427
C 0.599 0.018 0.865 0.186
C 1.717 -0.446 1.766 -0.638
C -0.705 0.527 1.369 0.437
O -1.082 0.487 2.734 -0.476
C -1.397 -0.774 3.149 0.490
C -2.083 -0.820 4.331 -0.272
C -2.304 -1.962 5.036 0.034
C -3.051 -1.742 6.427 -0.635
C -1.754 -3.184 4.480 -0.266
C -1.131 -3.174 3.240 0.038
N -0.827 -1.920 2.741 -0.489
N -1.585 1.090 0.566 -0.425
C -1.243 1.253 -0.723 0.185
C -2.226 2.066 -1.615 -0.645
H 5.095 2.383 -2.381 0.215
H 3.725 3.125 -1.434 0.199
H 3.960 3.544 -3.170 0.199
H 3.089 1.372 -3.895 0.196
H 3.057 0.786 -2.222 0.222
H 1.633 2.716 -1.656 0.195
H 1.286 3.024 -3.311 0.194
H -0.236 1.369 -4.520 0.196
H -1.162 0.443 -3.325 0.189
H 0.080 -0.938 -5.152 0.194
H 1.521 -0.730 -4.266 0.206
H -0.921 -2.096 -2.860 0.199
H 0.342 -2.901 -3.872 0.208
H 0.791 -1.976 -2.423 0.218
H 2.706 -0.063 1.346 0.223
H 1.575 -0.055 2.778 0.221
H 1.858 -1.467 1.839 0.235
H -2.400 0.156 4.739 0.216
H -4.136 -1.930 6.321 0.227
H -2.867 -0.631 6.852 0.224
H -2.729 -2.444 7.238 0.221
H -1.777 -4.069 5.074 0.212
H -0.738 -4.072 2.779 0.209
H -2.986 2.546 -1.048 0.233
H -2.636 1.341 -2.332 0.216
H -1.730 2.850 -2.142 0.219
```

Results
* SMILES string: CCCN(CCC)c1nc(C)c(Oc2cc(C)ccn2)nc1C
* electronic energy: -27093.1853 eV
* energy relative to the best compared isomer or geometry (same formula, charge and spin): 3.045 eV
* HOMO: -0.2955 hartree
* orbital gap: 8.92 eV

Number 2 is which compound? C18H26N2O3S

Which of these has the highest orbital gap? C18H26N4O

The lowest energy relative to the best compared isomer or geometry (same formula, charge and spin) belongs to which entry? C18H26GaN6O2S2Te

What is the energy relative to the best compared isomer or geometry (same formula, charge and spin) in the fourth record? 3.045 eV